Computed, not measured: a cluster of 5 separate species, C37H73F6N6O4 in total at a distorted geometry, with ωB97M-V with the def2-TZVPD basis set.

HOMO-LUMO gap   4.007 eV
Net charge   +1
E_HOMO   -9.56 eV
Strongest force on any atom   5.447 eV/A
LUMO level   -5.557 eV

Structure (XYZ):
```
126
Properties=species:S:1:pos:R:3:forces:R:3
C -0.850 -1.996 1.459 -0.584 -0.746 0.672
O -1.045 -0.709 2.129 2.340 -0.702 -1.165
C 0.279 -0.157 2.443 -0.993 0.673 1.033
C 0.305 1.342 1.875 0.372 -0.116 -0.127
C 0.947 1.438 0.376 -0.121 -0.969 1.673
N 2.359 1.983 0.590 -0.570 2.822 -2.702
C 2.639 3.200 -0.109 4.302 -0.340 2.248
C 4.065 3.841 0.101 -0.819 -3.825 2.324
C 5.036 3.065 1.069 -4.742 -0.802 -1.700
C 4.416 1.730 1.651 -0.395 1.601 -1.233
C 5.338 0.887 2.641 3.053 2.288 0.883
O 6.423 1.406 3.023 -4.660 -2.186 -1.783
C 4.988 -0.555 3.244 -0.425 -0.831 2.601
F 5.454 -0.531 4.606 -1.099 -0.001 -3.275
F 3.601 -0.858 3.316 2.591 0.737 -0.507
C 5.733 -1.786 2.546 2.141 -0.463 0.289
F 7.138 -1.499 2.586 -3.264 -0.575 -0.066
F 5.523 -2.990 3.257 0.168 2.943 -1.616
C 5.363 -2.015 1.005 1.351 -1.886 -1.951
F 5.677 -0.897 0.167 -1.094 -2.169 2.472
F 6.226 -3.075 0.545 -1.898 2.395 1.166
C 3.862 -2.558 0.753 -3.953 0.659 -1.857
O 2.981 -1.901 0.139 4.196 -2.059 2.688
O 3.545 -3.882 1.221 1.025 3.308 0.333
N 3.115 1.251 1.386 3.652 2.425 0.004
H -0.024 -1.971 0.664 -1.135 0.037 1.104
H -0.594 -2.755 2.297 -0.253 0.896 -1.580
H -1.838 -2.302 0.979 1.360 0.467 0.663
H 1.136 -0.821 2.081 -1.168 1.051 0.165
H 0.352 -0.137 3.596 -0.007 0.159 -1.731
H 0.928 1.981 2.608 -1.019 -0.801 -1.317
H -0.750 1.770 1.812 1.385 -0.793 0.330
H 1.097 0.376 -0.020 -0.357 1.600 0.233
H 0.361 2.122 -0.320 1.042 -0.995 0.929
H 1.853 3.689 -0.772 1.119 -0.942 1.121
H 4.345 4.816 -0.412 -0.467 -1.519 0.782
H 6.079 3.439 1.323 -1.608 -0.748 -0.314
H 2.913 -3.715 1.970 0.412 -0.491 -0.879
C -4.206 -1.739 -1.639 -0.024 -0.033 -0.045
C -3.227 -2.547 -2.486 -0.244 -0.072 0.142
N -3.266 -3.984 -2.234 0.332 -0.203 0.144
C -2.156 -4.706 -2.856 0.102 0.106 0.173
C -2.085 -4.718 -4.382 0.146 -0.169 -0.222
C -4.572 -4.626 -2.359 -0.241 0.180 0.231
C -5.289 -4.518 -3.703 -0.216 -0.140 -0.133
H -4.041 -1.912 -0.572 -0.052 -0.071 -0.074
H -4.067 -0.672 -1.832 -0.030 -0.057 -0.011
H -5.246 -1.978 -1.875 0.058 0.015 0.056
H -2.224 -2.176 -2.250 0.077 -0.259 -0.102
H -3.407 -2.317 -3.542 0.008 0.140 -0.133
H -2.151 -5.740 -2.494 -0.188 0.101 0.030
H -1.222 -4.274 -2.478 -0.124 0.122 0.041
H -2.815 -5.402 -4.815 -0.017 0.104 -0.026
H -1.098 -5.070 -4.699 -0.070 0.032 0.040
H -2.229 -3.728 -4.817 -0.030 -0.043 0.045
H -5.232 -4.213 -1.588 0.140 0.091 -0.049
H -4.483 -5.685 -2.091 0.258 0.118 -0.042
H -5.232 -3.515 -4.132 0.034 -0.041 0.037
H -6.349 -4.755 -3.572 0.077 0.026 -0.001
H -4.897 -5.231 -4.428 0.013 0.122 -0.064
C -3.492 3.547 -0.769 -0.068 -0.010 0.053
C -4.154 3.473 -2.142 -0.115 -0.103 0.177
N -5.254 2.517 -2.218 0.013 -0.325 -0.233
C -5.705 2.270 -3.590 0.227 -0.107 -0.030
C -6.330 3.438 -4.350 -0.184 0.034 -0.239
C -6.322 2.679 -1.235 0.159 0.010 0.339
C -7.063 4.015 -1.207 -0.255 0.091 0.111
H -3.127 2.566 -0.453 -0.129 0.002 -0.012
H -2.636 4.227 -0.810 -0.063 0.017 -0.036
H -4.173 3.930 -0.005 0.067 -0.056 -0.020
H -3.378 3.172 -2.853 -0.237 -0.076 -0.141
H -4.472 4.481 -2.432 0.067 0.181 -0.027
H -6.409 1.431 -3.593 0.035 0.087 0.214
H -4.844 1.913 -4.167 0.068 0.072 0.161
H -7.347 3.640 -4.017 0.068 0.082 0.016
H -6.391 3.190 -5.415 0.024 0.009 0.092
H -5.744 4.356 -4.267 -0.028 -0.047 0.031
H -5.900 2.503 -0.239 0.101 0.032 -0.118
H -7.053 1.873 -1.358 0.185 0.014 -0.224
H -6.391 4.872 -1.294 -0.009 -0.055 -0.023
H -7.596 4.117 -0.257 0.048 -0.009 -0.064
H -7.813 4.076 -1.995 0.085 0.112 -0.018
C 1.046 -5.750 4.323 0.015 0.023 -0.057
C 1.570 -7.137 4.680 0.107 0.135 -0.167
N 2.468 -7.707 3.680 -0.021 -0.240 -0.202
C 2.754 -9.124 3.907 -0.240 -0.081 -0.075
C 3.517 -9.500 5.176 0.167 -0.220 0.101
C 3.621 -6.893 3.311 -0.155 0.216 -0.038
C 4.591 -6.493 4.422 0.273 0.140 0.013
H 0.535 -5.758 3.355 0.084 -0.044 0.025
H 0.327 -5.422 5.079 0.070 -0.035 -0.044
H 1.846 -5.005 4.291 -0.001 -0.009 0.022
H 0.698 -7.791 4.780 0.207 -0.143 -0.060
H 2.042 -7.089 5.668 -0.032 0.043 0.178
H 3.291 -9.526 3.040 -0.001 0.220 0.007
H 1.799 -9.662 3.915 -0.025 0.194 0.013
H 4.578 -9.265 5.094 -0.039 0.051 0.078
H 3.446 -10.580 5.339 -0.015 0.095 -0.023
H 3.117 -9.012 6.067 0.018 0.004 -0.061
H 3.255 -5.977 2.834 -0.097 -0.094 0.073
H 4.184 -7.397 2.518 -0.192 -0.157 0.110
H 4.081 -6.173 5.333 -0.009 -0.054 -0.043
H 5.207 -5.653 4.085 -0.027 -0.050 0.013
H 5.275 -7.303 4.671 -0.068 0.037 0.117
C 3.350 8.216 -0.383 -0.120 0.090 -0.003
C 2.684 8.123 -1.751 -0.018 -0.022 0.199
N 1.592 7.153 -1.814 0.078 -0.593 -0.102
C 1.137 6.888 -3.181 0.199 -0.064 -0.116
C 0.497 8.040 -3.951 -0.193 0.023 -0.229
C 0.528 7.314 -0.826 0.138 0.081 0.316
C -0.226 8.643 -0.806 -0.269 0.078 0.124
H 3.726 7.240 -0.061 -0.072 0.021 0.025
H 4.199 8.902 -0.432 -0.077 -0.066 -0.019
H 2.669 8.598 0.380 0.067 -0.067 -0.014
H 3.460 7.823 -2.464 -0.251 -0.061 -0.135
H 2.355 9.124 -2.049 0.049 0.126 -0.023
H 0.442 6.040 -3.171 -0.007 0.084 0.191
H 2.000 6.533 -3.758 0.064 0.092 0.154
H -0.521 8.234 -3.615 0.066 0.080 0.016
H 0.434 7.780 -5.012 0.029 0.012 0.100
H 1.074 8.964 -3.880 -0.025 -0.065 0.031
H 0.957 7.152 0.170 0.114 0.069 -0.100
H -0.198 6.500 -0.937 0.127 0.009 -0.250
H 0.437 9.505 -0.905 -0.009 -0.078 -0.016
H -0.754 8.749 0.147 0.052 -0.005 -0.067
H -0.980 8.690 -1.590 0.090 0.103 -0.020
```
Forces are in eV/Å.